This record from OMol25 describes 21 unconnected molecules or ions with the total composition C17H53F5N2O24S at a distorted geometry. The level of theory is the ωB97M-V functional and the def2-TZVPD basis.

Structure (XYZ):
```
102
Properties=species:S:1:pos:R:3:forces:R:3
O -2.951543 3.937815 2.177252 2.1879 1.7780 -0.3998
O -3.284127 4.504131 -0.165134 3.5042 0.1121 1.5799
F -1.134669 1.787404 -3.576952 -1.1738 0.3155 -0.6200
F -3.138047 0.621798 -3.564729 -0.0479 1.0147 -1.1783
F 0.013307 5.280199 1.821739 -1.3614 0.2492 -1.4525
F -1.411351 6.738730 0.750372 1.0300 -3.2726 0.8974
F -0.233806 5.301071 -0.408954 -0.7790 -0.5215 2.0104
N 0.833873 -4.091564 1.125821 0.7658 -1.2715 1.2864
O -0.144516 -1.404585 0.123757 0.5311 -0.8216 -0.0094
O -4.017281 2.069902 -1.244802 0.9325 -0.5917 -2.4290
C 1.675278 -4.899628 1.677163 -1.1101 1.1316 -1.2369
C 3.636628 -1.250566 0.099113 1.1588 -1.2282 0.0937
C 2.246722 -0.880923 0.025373 -2.3444 -0.8345 0.2944
C 3.960043 -2.590905 0.229021 -0.9758 2.2728 0.8213
C 1.200598 -1.799950 0.170585 2.2001 3.9733 0.1090
C -0.299048 0.675771 1.429727 -0.8745 0.5510 1.3644
C -0.813661 1.987876 1.639392 0.2202 -1.0376 -1.6670
C -0.548848 -0.094089 0.269326 1.2153 0.8249 0.9715
C -1.207667 0.535223 -0.749431 -1.0789 1.2181 -0.1979
C -1.806669 1.804008 -0.561549 1.3014 0.3829 0.5549
C -1.557523 2.586939 0.572133 1.1409 -1.1438 0.6223
N 2.939998 -3.573383 0.359815 1.3130 0.4897 -0.5785
C 3.080896 -4.764785 1.230564 1.1667 1.1489 0.1323
C 1.500968 -3.263012 0.170900 0.8044 0.4103 0.7772
C -1.480939 0.048782 -2.134011 -0.3583 -1.7723 1.8182
C -2.645699 2.192070 -1.721332 -0.6976 0.5372 -0.4265
C -2.127526 1.182499 -2.851844 -0.0236 -0.2874 2.2567
C -0.868796 5.410729 0.800440 0.4384 3.0243 -1.2116
S -2.288194 4.162298 0.895487 -5.1090 -1.6867 -1.0828
H -4.578374 2.004577 -2.072893 0.2509 0.2941 1.1275
H 1.353032 -5.678762 2.321585 -0.2843 -0.4277 0.7339
H 4.400054 -0.402479 0.128471 -0.9721 -1.7828 -0.3180
H 2.064346 0.196941 -0.139764 -0.2884 -0.7421 0.2423
H 5.008204 -2.819760 0.405382 -0.3761 -0.6264 -0.0667
H 0.146371 0.221133 2.323449 0.1481 -0.0382 -0.6460
H -0.638169 2.508067 2.587437 -0.1602 -0.2573 -0.4835
H 3.808811 -4.518464 2.063122 -0.8929 -0.3246 -0.5832
H 3.462330 -5.697768 0.763708 -0.3321 0.5900 -0.1633
H 1.179277 -3.574448 -0.787922 -0.6005 -1.0352 -1.3984
H -0.554141 -0.292253 -2.552428 0.2952 -0.2117 -0.7213
H -2.188154 -0.801334 -2.030433 0.4415 0.3101 -0.4112
H -2.429850 3.230764 -2.029721 -0.2806 -0.4152 -0.1538
O -3.404413 1.322598 -6.444943 -0.7216 -1.1456 1.4071
H -4.363168 1.234276 -6.133894 2.3494 -0.0305 -0.4453
H -2.828131 0.729096 -5.862348 -1.5873 1.2296 -1.0785
O -2.395586 8.979610 -1.154579 -2.0272 1.0125 0.2469
H -2.653544 9.945546 -1.310095 0.1409 -2.1505 0.3767
H -3.151603 8.527770 -0.656542 1.4718 1.1183 -1.0784
O -5.677588 5.045348 3.059746 -0.2251 1.6431 1.2836
H -5.183152 5.924756 2.982701 -1.1269 -1.8533 0.4999
H -6.256574 5.080896 3.888765 1.3267 0.2353 -1.8134
O 1.336448 -5.951479 -2.561926 1.4897 -0.5871 -0.9901
H 1.683311 -6.792218 -3.005327 -0.6346 2.0480 0.9079
H 1.975245 -5.196289 -2.774962 -0.8574 -1.4779 0.1146
O -1.670639 -3.977297 2.223335 0.3264 -1.4607 -0.4025
H -1.905759 -4.921516 1.945974 0.8900 2.1085 0.6143
H -0.704577 -3.807250 1.975204 -1.7802 -0.8336 -0.0219
O -2.689150 1.810717 4.722784 1.0458 1.2770 1.2869
H -3.134050 2.529450 5.278882 1.3058 -1.4665 -1.1413
H -1.693277 1.848163 4.897697 -2.3530 0.1811 -0.0934
O -0.347173 9.586807 0.453771 -1.3668 0.3580 0.7543
H -0.892886 9.792598 1.280578 1.0038 -0.5410 -2.0848
H -0.986358 9.365335 -0.298659 0.7816 0.1785 1.7704
O 5.248286 -7.422730 0.284759 1.5100 -0.9425 0.9737
H 6.003888 -7.928728 -0.158854 -1.5457 1.0130 1.2414
H 5.363975 -7.498511 1.287074 0.0731 -0.0172 -2.2315
O 2.448392 -8.437690 0.258662 1.5424 -0.1354 1.0570
H 2.691495 -8.988174 1.072068 -0.1721 1.2991 -1.9839
H 3.278682 -7.949356 -0.051031 -1.3713 -1.2451 0.9488
O -1.866205 -3.989814 -1.081852 1.2799 -0.6522 1.1197
H -0.889537 -3.728734 -1.040406 -2.2726 -0.8706 0.2759
H -2.054979 -4.626246 -0.318256 0.8360 1.6409 -1.5467
O -4.736384 1.778759 1.689125 0.7436 1.6207 -0.3329
H -4.535400 2.529172 2.337389 -0.3098 -1.4967 -1.7406
H -4.434037 2.068535 0.768051 -0.7054 -0.3710 1.9361
O 2.151844 1.215224 3.924113 -1.2487 1.4164 -0.7524
H 1.339714 1.614536 4.376614 1.8227 -0.6650 -1.2642
H 2.259935 1.659383 3.021453 -0.5328 -0.7655 1.9833
O 6.636537 -0.094490 -1.341404 1.6165 0.8052 0.9247
H 7.456604 -0.623817 -1.074824 -1.6739 1.5038 -0.4389
H 6.781127 0.869160 -1.068949 0.1068 -2.2662 -0.4772
O 2.008554 -7.699040 4.252504 -0.9909 -1.4674 -0.9475
H 1.022739 -7.879196 4.392058 2.1823 0.1054 -0.5108
H 2.372102 -8.404522 3.624899 -1.2196 1.4128 1.4285
O 1.029454 0.981390 -5.545399 1.0147 1.5172 1.0112
H 0.684741 1.928303 -5.454328 0.9946 -2.0251 -0.0001
H 1.915697 0.920670 -5.060995 -2.0076 0.4543 -1.0299
O 3.249556 -3.850508 -2.668479 0.5882 -0.4139 1.4567
H 4.038949 -4.429988 -2.413882 -1.7560 1.4609 -0.1230
H 2.873931 -3.440512 -1.823157 1.3853 -1.0325 -1.5501
O 3.218029 2.476818 -0.689448 1.5245 -0.3365 -1.2475
H 3.127833 2.348528 -1.689031 0.5590 0.2590 2.1803
H 4.201418 2.439078 -0.454324 -2.1249 0.0429 -0.8879
O 5.729795 -1.438007 2.836448 -0.5874 -1.2714 1.4986
H 6.020868 -2.388883 3.023187 -0.8747 2.1448 -0.0748
H 5.024729 -1.184911 3.516585 1.5142 -0.8494 -1.3695
O -5.734315 2.014062 -3.451184 -0.8967 -0.4783 -2.1186
H -6.229290 2.688016 -4.020870 1.0716 -1.5943 1.1709
H -5.708873 1.135663 -3.952706 -0.2111 2.0138 0.9565
O -5.933064 5.446278 -0.054873 0.7362 -0.8264 1.2175
H -5.146710 4.844048 -0.261576 -1.6551 1.2092 0.9173
H -6.129601 5.379261 0.935400 0.6781 -0.3378 -2.0411
```
Positions in Å, forces in eV/Å.

Values from the calculation:
Highest occupied orbital energy ... -7.55 eV
M ... 796.7 g mol⁻¹
Frontier orbital gap ... 6.999 eV
Total energy ... -95025.0263 eV
Total charge ... 0
LUMO level ... -0.5482 eV